This record from the OMol25 dataset describes a single C5H8OS molecule in a non-equilibrium geometry. The level of theory is ωB97M-V with the def2-TZVPD basis set.

Values from the calculation:
SMILES string	O[C@]12CSC[C@@H]1C2
M	116.185	g mol⁻¹
HOMO level	-8.4	eV
energy relative to the best compared isomer or geometry (same formula, charge and spin)	63.4	kcal per mole
LUMO level	0.741	eV

Last column: natural (NBO) charge in e.
Atoms and positions in Å:
O 1.602 0.074 -0.431  -0.722
C 0.282 -0.318 -0.565  0.182
C -0.527 0.718 -1.288  -0.502
S -0.608 2.072 0.018  0.123
C -0.075 0.944 1.369  -0.516
C -0.425 -0.384 0.781  -0.266
C 0.098 -1.640 0.127  -0.371
H 2.161 -0.373 -1.089  0.485
H -0.062 1.195 -2.149  0.226
H -1.559 0.433 -1.507  0.224
H 1.012 0.979 1.542  0.241
H -0.717 1.205 2.212  0.233
H -1.517 -0.473 0.695  0.207
H -0.708 -2.336 -0.119  0.229
H 1.043 -2.096 0.405  0.229

This record from the OMol25 dataset describes a single C3H5N3S molecule in a non-equilibrium geometry. The level of theory is ωB97M-V with the def2-TZVPD basis set.

Values from the calculation:
SMILES string	[H]/N=C\N(C=S)/C=N\[H]
M	115.161	g mol⁻¹
HOMO level	-9.2	eV
energy relative to the best compared isomer or geometry (same formula, charge and spin)	53.9	kcal per mole
LUMO level	-0.897	eV

Last column: natural (NBO) charge in e.
Atoms and positions in Å:
H -0.091 -1.534 2.031  0.375
N 0.759 -0.961 2.008  -0.624
C 0.982 -0.187 1.047  0.267
N 0.160 -0.075 -0.061  -0.489
C -0.933 -0.908 -0.458  -0.095
S -1.278 -2.434 0.097  -0.017
C 0.439 1.090 -0.844  0.267
N -0.383 1.904 -1.480  -0.618
H -1.371 1.649 -1.463  0.338
H 1.830 0.550 1.040  0.183
H -1.512 -0.694 -1.322  0.221
H 1.399 1.600 -0.595  0.191

This record from the OMol25 dataset describes a single C15H19N3O3 molecule. The level of theory is ωB97M-V with the def2-TZVPD basis set.

Values from the calculation:
SMILES string	COc1cc(NC(=O)C[C@@H](C)n2ccnc2)cc(OC)c1
M	289.335	g mol⁻¹
HOMO level	-8.3	eV
energy relative to the best compared isomer or geometry (same formula, charge and spin)	38.1	kcal per mole
LUMO level	0.422	eV

Last column: natural (NBO) charge in e.
Atoms and positions in Å:
C -4.897 -2.107 -0.442  -0.252
O -4.747 -0.709 -0.455  -0.490
C -3.531 -0.179 -0.147  0.343
C -2.401 -0.926 0.166  -0.400
C -1.214 -0.267 0.472  0.276
N -0.081 -1.053 0.740  -0.641
C 1.068 -0.665 1.361  0.684
O 1.226 0.394 1.920  -0.586
C 2.194 -1.686 1.245  -0.503
C 2.930 -1.515 -0.108  -0.012
C 2.209 -2.211 -1.261  -0.622
N 3.125 -0.113 -0.394  -0.361
C 4.196 0.638 0.005  -0.101
C 3.934 1.916 -0.388  -0.089
N 2.727 1.970 -1.010  -0.458
C 2.267 0.752 -0.991  0.161
C -1.132 1.116 0.454  -0.400
C -2.264 1.859 0.132  0.356
O -2.290 3.212 0.073  -0.488
C -1.099 3.918 0.350  -0.258
C -3.458 1.209 -0.163  -0.325
H -5.939 -2.294 -0.698  0.202
H -4.689 -2.526 0.549  0.175
H -4.253 -2.590 -1.184  0.173
H -2.425 -2.005 0.179  0.207
H -0.168 -2.026 0.483  0.397
H 2.894 -1.482 2.057  0.242
H 1.829 -2.709 1.339  0.213
H 3.927 -1.962 -0.007  0.214
H 2.755 -2.047 -2.188  0.229
H 1.200 -1.831 -1.389  0.212
H 2.162 -3.282 -1.075  0.216
H 5.032 0.205 0.516  0.213
H 4.532 2.797 -0.265  0.207
H 1.324 0.464 -1.409  0.201
H -0.196 1.590 0.690  0.262
H -0.302 3.658 -0.353  0.191
H -0.754 3.734 1.371  0.182
H -1.353 4.971 0.237  0.198
H -4.334 1.784 -0.409  0.233

This record from the OMol25 dataset describes 2 unconnected molecules or ions with the total composition C6H8Br2NO2S in a non-equilibrium geometry. The level of theory is ωB97M-V with the def2-TZVPD basis set.

Values from the calculation:
M	318.010	g mol⁻¹
HOMO level	-4.1	eV
LUMO level	2.774	eV
total charge	-1

Last column: natural (NBO) charge in e.
Atoms and positions in Å:
C -0.112 -1.680 3.489  0.206
C 0.628 0.416 0.892  -0.647
C -0.547 0.079 -1.296  -0.629
C 0.038 -0.602 -0.066  -0.363
C -0.952 -1.412 0.612  -0.223
C -0.328 -2.481 2.317  -0.265
N 0.382 -1.328 4.464  -0.370
O -1.509 -0.277 2.991  -1.003
O -2.483 0.749 0.983  -1.045
S -2.309 -0.516 1.699  1.499
Br 1.496 -3.237 1.823  -0.007
Br -1.771 -3.774 2.423  0.075
H -0.116 1.247 1.154  0.255
H 1.431 0.968 0.376  0.192
H 0.878 0.191 1.918  0.249
H -0.994 -0.476 -2.191  0.207
H 0.116 0.929 -1.567  0.210
H -1.502 0.577 -0.932  0.258
H 0.691 -1.371 -0.642  0.207
H -1.376 -2.209 -0.056  0.195

This record from the OMol25 dataset describes 12 unconnected molecules or ions with the total composition C65H59F9N2O in a non-equilibrium geometry. The level of theory is ωB97M-V with the def2-TZVPD basis set.

Values from the calculation:
SMILES string	Fc1ccccc1.Fc1ccccc1.Fc1ccccc1.Fc1ccccc1.Fc1ccccc1.Fc1ccccc1.Fc1ccccc1.Fc1ccccc1.Fc1ccccc1.c1ccncc1.c1ccncc1.CO
M	1055.182	g mol⁻¹
HOMO level	-9.0	eV
energy relative to the best compared isomer or geometry (same formula, charge and spin)	20.8	kcal per mole
LUMO level	0.593	eV

Last column: Mulliken charge in e.
Atoms and positions in Å:
F -25.047 -9.248 -9.340  -0.310
C -24.485 -9.958 -10.312  0.205
C -24.097 -11.268 -10.084  -0.460
C -23.519 -12.026 -11.137  -0.800
C -23.368 -11.429 -12.376  -0.584
C -23.721 -10.081 -12.628  -0.515
C -24.205 -9.353 -11.539  0.261
H -24.291 -11.807 -9.168  0.471
H -23.463 -13.088 -10.948  0.441
H -23.290 -12.115 -13.207  0.402
H -23.725 -9.765 -13.661  0.378
H -24.476 -8.335 -11.776  0.524
F -17.185 -1.366 -11.745  -0.428
C -17.998 -2.223 -11.143  0.523
C -19.036 -1.735 -10.403  -0.609
C -19.943 -2.683 -9.880  -0.047
C -19.788 -4.030 -10.047  -0.969
C -18.741 -4.507 -10.795  -0.099
C -17.804 -3.583 -11.361  -0.771
H -19.212 -0.676 -10.287  0.467
H -20.798 -2.398 -9.284  0.380
H -20.516 -4.725 -9.656  0.567
H -18.613 -5.543 -11.071  0.487
H -16.983 -3.865 -12.003  0.525
F -19.754 -8.136 -14.448  -0.379
C -20.091 -8.223 -13.156  0.423
C -20.531 -7.094 -12.463  -0.715
C -21.020 -7.246 -11.164  0.794
C -20.860 -8.441 -10.527  -0.776
C -20.374 -9.544 -11.204  -0.243
C -19.946 -9.453 -12.526  -0.771
H -20.611 -6.157 -12.993  0.399
H -21.484 -6.387 -10.701  -0.085
H -21.180 -8.426 -9.496  0.498
H -20.373 -10.506 -10.714  0.379
H -19.604 -10.270 -13.145  0.448
F -26.844 -0.367 -14.492  -0.329
C -27.434 -1.457 -15.117  0.316
C -26.699 -2.549 -15.589  -0.291
C -27.399 -3.692 -15.980  -0.507
C -28.774 -3.640 -16.021  -0.471
C -29.505 -2.496 -15.735  -0.711
C -28.819 -1.408 -15.190  -0.499
H -25.621 -2.602 -15.564  0.786
H -26.980 -4.635 -16.298  0.480
H -29.278 -4.491 -16.455  0.418
H -30.577 -2.500 -15.867  0.382
H -29.327 -0.525 -14.831  0.452
F -22.854 -1.892 -16.107  -0.314
C -21.725 -2.403 -15.681  0.437
C -20.746 -1.563 -15.097  -0.006
C -19.607 -2.150 -14.569  -1.189
C -19.459 -3.547 -14.628  -0.610
C -20.380 -4.358 -15.243  -0.456
C -21.545 -3.758 -15.767  0.236
H -20.910 -0.497 -15.045  0.280
H -18.813 -1.554 -14.145  0.477
H -18.526 -3.922 -14.234  0.422
H -20.211 -5.418 -15.361  0.385
H -22.245 -4.387 -16.297  0.394
F -28.815 -5.314 -9.459  -0.260
C -29.156 -6.594 -9.410  0.256
C -28.196 -7.661 -9.574  -0.339
C -28.647 -9.009 -9.494  -0.285
C -30.066 -9.261 -9.292  -0.536
C -30.919 -8.171 -9.153  -0.416
C -30.455 -6.841 -9.121  -0.385
H -27.224 -7.345 -9.921  0.498
H -27.846 -9.727 -9.589  0.406
H -30.511 -10.239 -9.180  0.371
H -31.895 -8.357 -8.728  0.288
H -31.155 -6.136 -8.699  0.372
F -24.114 -0.461 -9.810  -0.393
C -23.616 -0.053 -11.007  0.179
C -24.451 0.047 -12.128  -0.426
C -23.941 0.577 -13.316  -0.474
C -22.652 1.080 -13.357  -0.378
C -21.829 1.042 -12.202  -0.741
C -22.320 0.434 -11.055  -0.203
H -25.453 -0.339 -12.017  0.450
H -24.486 0.555 -14.248  0.454
H -22.305 1.514 -14.283  0.579
H -20.879 1.555 -12.196  0.436
H -21.817 0.412 -10.100  0.556
F -23.544 -7.314 -6.151  -0.324
C -23.540 -6.032 -6.591  0.217
C -23.706 -4.934 -5.700  -0.691
C -23.620 -3.682 -6.218  -0.485
C -23.406 -3.457 -7.550  -0.947
C -23.220 -4.488 -8.429  0.183
C -23.244 -5.797 -7.953  -0.790
H -23.935 -5.057 -4.652  0.423
H -23.756 -2.864 -5.527  0.379
H -23.380 -2.404 -7.785  0.408
H -23.025 -4.354 -9.483  1.106
H -23.111 -6.682 -8.557  0.573
F -25.322 -7.448 -14.196  -0.292
C -24.535 -7.202 -15.254  -0.369
C -25.027 -7.174 -16.588  -0.482
C -24.203 -7.171 -17.705  -0.912
C -22.815 -7.067 -17.459  -0.403
C -22.309 -7.101 -16.168  -0.576
C -23.146 -7.099 -15.080  1.094
H -26.094 -7.330 -16.641  0.546
H -24.584 -7.216 -18.715  0.441
H -22.136 -7.152 -18.294  0.411
H -21.258 -7.109 -15.920  0.193
H -22.748 -7.196 -14.080  0.366
C -24.726 1.571 -18.718  -0.533
C -23.930 2.015 -19.784  -0.345
C -22.506 1.853 -19.732  -0.295
N -21.894 1.234 -18.664  -0.516
C -22.730 0.865 -17.617  -0.160
C -24.120 0.961 -17.626  -0.224
H -25.790 1.751 -18.672  0.394
H -24.321 2.466 -20.683  0.355
H -21.906 2.313 -20.504  0.383
H -22.287 0.376 -16.763  0.536
H -24.763 0.586 -16.844  0.385
C -28.307 -3.285 -12.117  -0.192
C -27.749 -4.515 -12.559  -0.611
C -26.419 -4.809 -12.219  -0.239
N -25.633 -4.000 -11.465  -0.004
C -26.225 -2.902 -10.953  -0.683
C -27.577 -2.525 -11.177  -1.185
H -29.298 -3.056 -12.479  0.499
H -28.324 -5.096 -13.264  0.481
H -25.853 -5.612 -12.668  0.309
H -25.601 -2.239 -10.373  0.769
H -28.007 -1.598 -10.827  0.503
C -22.415 -3.397 -12.394  0.176
O -22.978 -4.671 -12.129  0.483
H -22.979 -2.907 -13.188  -0.061
H -22.438 -2.733 -11.531  0.033
H -21.343 -3.364 -12.590  -0.338
H -23.887 -4.460 -11.903  -0.095